Arrangement a

Here is the ion C2H3O2S2 with charge -1 from OMol25. Energies are from ωB97M-V/def2-TZVPD.

Structure (ORCA input):
```
! RIJCOSX wB97M-V def2-TZVPD def2/J DEFGRID3
* xyz -1 1
C -1.13 0.21 0.21
C 0.02 -0.68 0.13
O 1.60 1.25 -1.39
O 2.15 0.30 0.78
S -1.72 -1.20 -0.86
S 1.71 -0.04 -0.64
H -1.52 0.25 1.12
H -1.21 1.23 -0.33
H 0.10 -1.32 0.97
*
```

The gap between HOMO and LUMO comes out at 0.2660 Eh. For the LUMO energy, the calculation gives 3.4 eV.

Charges obtained by Mulliken population analysis, quoted in units of e: atom 1 (C): -0.383, atom 2 (C): -0.350, atom 3 (O): -0.598, atom 4 (O): -0.653, atom 5 (S): -0.320, atom 6 (S): 0.469, atom 7 (H): 0.258, atom 8 (H): 0.217, atom 9 (H): 0.361

=====

Arrangement b

Here is a cluster of 2 separate species, C2H3O2S2 in total from OMol25. Energies are from ωB97M-V/def2-TZVPD.

Structure (ORCA input):
```
! RIJCOSX wB97M-V def2-TZVPD def2/J DEFGRID3
* xyz -1 1
C 3.01 -0.11 -0.40
C 1.95 -0.26 0.14
O -0.80 1.10 0.31
O -1.30 -1.31 0.65
S -3.50 0.39 -0.24
S -1.62 0.08 1.04
H 3.96 0.29 -0.77
H -2.71 0.29 -1.34
H 1.01 -0.48 0.62
*
```

The gap between HOMO and LUMO comes out at 0.2856 Eh. For the LUMO energy, the calculation gives 3.7 eV.

Charges obtained by Mulliken population analysis, quoted in units of e: atom 1 (C): -0.289, atom 2 (C): -0.419, atom 3 (O): -0.540, atom 4 (O): -0.534, atom 5 (S): -0.467, atom 6 (S): 0.469, atom 7 (H): 0.353, atom 8 (H): 0.106, atom 9 (H): 0.323

=====

Arrangement c

Here is the ion C2H3O2S2 with charge -1 from OMol25. Energies are from ωB97M-V/def2-TZVPD.

Structure (ORCA input):
```
! RIJCOSX wB97M-V def2-TZVPD def2/J DEFGRID3
* xyz -1 1
C 0.59 -0.32 -1.30
C 0.67 0.41 -0.24
S -0.60 0.08 1.03
O 0.12 -0.12 2.28
O -1.51 1.38 1.08
S -1.73 -1.48 0.40
H 1.41 -0.32 -2.04
H -0.40 -0.78 -1.35
H 1.45 1.14 0.14
*
```

The gap between HOMO and LUMO comes out at 0.2866 Eh. For the LUMO energy, the calculation gives 3.8 eV. Its SMILES is C=CS(=O)(=O)[S-].

Charges obtained by Mulliken population analysis, quoted in units of e: atom 1 (C): -0.309, atom 2 (C): -0.278, atom 3 (S): 0.857, atom 4 (O): -0.622, atom 5 (O): -0.669, atom 6 (S): -0.560, atom 7 (H): 0.213, atom 8 (H): 0.113, atom 9 (H): 0.254

=====

In kcal/mol, relative to the most stable structure: arrangement a 14.1; arrangement b 18.4; arrangement c 0.0.

=====

Arrangement a

Here is a cluster of 2 separate species, C4H10OS in total from OMol25. Energies are from ωB97M-V/def2-TZVPD.

Structure (ORCA input):
```
! RIJCOSX wB97M-V def2-TZVPD def2/J DEFGRID3
* xyz 0 1
C -2.71 1.04 -0.44
O -1.45 0.82 0.14
S -0.41 -0.23 -0.47
C -0.71 -1.72 0.66
H -3.59 0.35 -0.15
H -2.71 1.08 -1.48
H -3.00 2.03 -0.05
H -0.05 -1.51 1.49
H -1.78 -1.66 0.81
H -0.52 -2.49 0.04
C 2.95 0.76 -0.59
C 2.74 -0.04 0.41
H 3.11 0.40 -1.63
H 2.97 1.82 -0.50
H 2.67 -1.04 0.47
H 2.47 0.38 1.31
*
```

The gap between HOMO and LUMO comes out at 0.3381 Eh. For the LUMO energy, the calculation gives 1.0 eV. Its SMILES is COSC.C=C.

Charges obtained by Mulliken population analysis, quoted in units of e: atom 1 (C): -0.602, atom 2 (O): -0.259, atom 3 (S): 0.039, atom 4 (C): -0.830, atom 5 (H): 0.226, atom 6 (H): 0.320, atom 7 (H): 0.242, atom 8 (H): 0.226, atom 9 (H): 0.316, atom 10 (H): 0.328, atom 11 (C): -0.333, atom 12 (C): -0.680, atom 13 (H): 0.204, atom 14 (H): 0.237, atom 15 (H): 0.338, atom 16 (H): 0.231

=====

Arrangement b

Here is an isolated molecule of C4H10OS from OMol25. Energies are from ωB97M-V/def2-TZVPD.

Structure (ORCA input):
```
! RIJCOSX wB97M-V def2-TZVPD def2/J DEFGRID3
* xyz 0 1
C -2.20 0.68 0.26
C -1.49 -0.14 -0.79
S -0.77 -1.70 -0.16
C 0.74 -1.01 0.53
O 1.58 -0.70 -0.50
C 2.47 0.34 -0.20
H -1.54 1.20 0.94
H -2.88 0.09 0.88
H -2.83 1.39 -0.22
H -2.15 -0.50 -1.56
H -0.71 0.49 -1.19
H 0.38 -0.13 1.14
H 1.19 -1.80 1.17
H 3.17 0.44 -1.02
H 1.95 1.25 -0.01
H 3.09 0.10 0.72
*
```

The gap between HOMO and LUMO comes out at 0.3540 Eh. For the LUMO energy, the calculation gives 1.0 eV. Its SMILES is CCSCOC.

Charges obtained by Mulliken population analysis, quoted in units of e: atom 1 (C): -1.075, atom 2 (C): -0.365, atom 3 (S): -0.122, atom 4 (C): -0.435, atom 5 (O): -0.282, atom 6 (C): -0.680, atom 7 (H): 0.304, atom 8 (H): 0.280, atom 9 (H): 0.364, atom 10 (H): 0.356, atom 11 (H): 0.235, atom 12 (H): 0.238, atom 13 (H): 0.331, atom 14 (H): 0.245, atom 15 (H): 0.316, atom 16 (H): 0.291

=====

Arrangement c

Here is an isolated molecule of C4H10OS from OMol25. Energies are from ωB97M-V/def2-TZVPD.

Structure (ORCA input):
```
! RIJCOSX wB97M-V def2-TZVPD def2/J DEFGRID3
* xyz 0 1
C 1.61 0.25 1.40
O 0.52 1.11 1.37
C -0.64 0.53 0.65
C -0.70 0.99 -0.86
C 0.51 0.60 -1.64
S 0.61 -1.19 -1.79
H 1.73 -0.25 2.40
H 2.50 0.92 1.20
H 1.65 -0.55 0.66
H -1.53 0.87 1.23
H -0.45 -0.54 0.64
H -0.82 2.10 -0.79
H -1.55 0.43 -1.27
H 0.46 1.04 -2.58
H 1.50 0.88 -1.19
H -0.64 -1.54 -2.21
*
```

The gap between HOMO and LUMO comes out at 0.3676 Eh. For the LUMO energy, the calculation gives 0.8 eV. Its SMILES is COCCCS.

Charges obtained by Mulliken population analysis, quoted in units of e: atom 1 (C): -0.657, atom 2 (O): -0.364, atom 3 (C): -0.557, atom 4 (C): -0.440, atom 5 (C): -0.617, atom 6 (S): -0.233, atom 7 (H): 0.259, atom 8 (H): 0.226, atom 9 (H): 0.293, atom 10 (H): 0.313, atom 11 (H): 0.425, atom 12 (H): 0.325, atom 13 (H): 0.259, atom 14 (H): 0.382, atom 15 (H): 0.267, atom 16 (H): 0.117

=====

In kcal/mol, relative to the most stable structure: arrangement a 51.0; arrangement b 0.0; arrangement c 7.2.

=====

Arrangement a

Here is a cluster of 2 separate species, C4H10OS in total from OMol25. Energies are from ωB97M-V/def2-TZVPD.

Structure (ORCA input):
```
! RIJCOSX wB97M-V def2-TZVPD def2/J DEFGRID3
* xyz 0 1
C -2.35 -1.74 -0.42
C -3.25 -1.38 0.48
O -3.00 -1.88 1.77
H -2.31 -1.39 -1.45
H -1.45 -2.22 -0.08
H -4.14 -0.77 0.36
H -3.44 -1.30 2.38
C 2.94 0.24 0.37
S 2.01 0.32 -1.15
C 1.45 2.01 -1.14
H 3.86 -0.34 0.32
H 2.31 -0.03 1.22
H 3.35 1.23 0.61
H 0.53 2.19 -1.69
H 1.34 2.29 -0.08
H 2.14 2.77 -1.50
*
```

The gap between HOMO and LUMO comes out at 0.3420 Eh. For the LUMO energy, the calculation gives 0.9 eV. Its SMILES is C=CO.CSC.

Charges obtained by Mulliken population analysis, quoted in units of e: atom 1 (C): -0.688, atom 2 (C): 0.101, atom 3 (O): -0.479, atom 4 (H): 0.252, atom 5 (H): 0.207, atom 6 (H): 0.291, atom 7 (H): 0.317, atom 8 (C): -0.860, atom 9 (S): -0.079, atom 10 (C): -0.841, atom 11 (H): 0.332, atom 12 (H): 0.292, atom 13 (H): 0.274, atom 14 (H): 0.309, atom 15 (H): 0.262, atom 16 (H): 0.311

=====

Arrangement b

Here is a cluster of 2 separate species, C4H10OS in total from OMol25. Energies are from ωB97M-V/def2-TZVPD.

Structure (ORCA input):
```
! RIJCOSX wB97M-V def2-TZVPD def2/J DEFGRID3
* xyz 0 1
C 2.32 0.98 2.46
C 1.11 0.42 2.52
O 0.77 -0.85 2.14
H 2.52 1.74 3.19
H 2.98 0.62 1.68
H 0.36 0.72 3.25
H 1.19 -1.10 1.30
C -1.57 0.14 -0.27
S -0.51 -0.55 -1.59
C -1.17 0.31 -3.04
H -1.25 1.17 -0.14
H -2.62 0.06 -0.54
H -1.36 -0.42 0.63
H -1.15 -0.37 -3.88
H -0.57 1.20 -3.20
H -2.20 0.65 -2.88
*
```

The gap between HOMO and LUMO comes out at 0.3465 Eh. For the LUMO energy, the calculation gives 0.9 eV. Its SMILES is C=CO.CSC.

Charges obtained by Mulliken population analysis, quoted in units of e: atom 1 (C): -0.674, atom 2 (C): 0.054, atom 3 (O): -0.442, atom 4 (H): 0.242, atom 5 (H): 0.215, atom 6 (H): 0.315, atom 7 (H): 0.283, atom 8 (C): -0.838, atom 9 (S): -0.084, atom 10 (C): -0.797, atom 11 (H): 0.265, atom 12 (H): 0.357, atom 13 (H): 0.287, atom 14 (H): 0.301, atom 15 (H): 0.265, atom 16 (H): 0.251

=====

Arrangement c

Here is a cluster of 2 separate species, C4H10OS in total from OMol25. Energies are from ωB97M-V/def2-TZVPD.

Structure (ORCA input):
```
! RIJCOSX wB97M-V def2-TZVPD def2/J DEFGRID3
* xyz 0 1
C -2.07 -3.97 2.68
C -2.03 -5.05 3.36
O -1.64 -5.18 4.71
H -2.56 -3.87 1.65
H -1.64 -2.99 2.89
H -2.44 -5.97 3.00
H -2.09 -4.35 5.08
C 1.74 2.80 -3.21
C 1.45 4.15 -2.65
S 2.13 4.25 -0.91
H 0.85 2.19 -3.34
H 2.42 2.25 -2.50
H 2.25 2.85 -4.16
H 1.96 4.83 -3.34
H 0.34 4.67 -2.78
H 1.34 3.42 -0.48
*
```

The gap between HOMO and LUMO comes out at 0.3710 Eh. For the LUMO energy, the calculation gives 1.0 eV. Its SMILES is C=CO.CCS.

Charges obtained by Mulliken population analysis, quoted in units of e: atom 1 (C): -0.690, atom 2 (C): 0.134, atom 3 (O): -0.496, atom 4 (H): 0.178, atom 5 (H): 0.251, atom 6 (H): 0.301, atom 7 (H): 0.323, atom 8 (C): -0.957, atom 9 (C): -0.336, atom 10 (S): -0.228, atom 11 (H): 0.261, atom 12 (H): 0.320, atom 13 (H): 0.292, atom 14 (H): 0.251, atom 15 (H): 0.305, atom 16 (H): 0.091

=====

In kcal/mol, relative to the most stable structure: arrangement a 1.4; arrangement b 0.0; arrangement c 23.2.

=====

Arrangement a

Here is a structure of composition C2H4I2O from OMol25. Energies are from ωB97M-V/def2-TZVPD.

Structure (ORCA input):
```
! RIJCOSX wB97M-V def2-TZVPD def2/J DEFGRID3
* xyz 0 1
C -1.22 0.88 0.18
C 0.98 -0.90 -0.77
O -1.30 0.30 1.37
I 2.24 0.81 -0.96
I 1.15 -2.06 0.93
H -0.23 1.35 -0.20
H -2.14 1.16 -0.37
H 0.91 -1.53 -1.70
H -0.37 -0.02 1.52
*
```

The gap between HOMO and LUMO (alpha / beta) comes out at 0.2275 / 0.2993 Eh. For the LUMO energy (alpha / beta), the calculation gives -1.1 / -0.2 eV.

Charges obtained by Mulliken population analysis, quoted in units of e: atom 1 (C): -0.119, atom 2 (C): -0.697, atom 3 (O): -0.359, atom 4 (I): 0.101, atom 5 (I): 0.135, atom 6 (H): 0.092, atom 7 (H): 0.301, atom 8 (H): 0.310, atom 9 (H): 0.236

=====

Arrangement b

Here is a cluster of 2 separate species, C2H4I2O in total from OMol25. Energies are from ωB97M-V/def2-TZVPD.

Structure (ORCA input):
```
! RIJCOSX wB97M-V def2-TZVPD def2/J DEFGRID3
* xyz 0 1
C 0.49 -0.16 0.60
C 1.55 0.30 -0.32
O 2.27 -0.29 -1.03
I 1.60 2.42 -0.37
H -0.40 0.46 0.68
H 0.17 -1.18 0.43
H 1.03 -0.24 1.60
I -3.55 -0.39 -0.04
H -3.16 -0.91 -1.55
*
```

The gap between HOMO and LUMO comes out at 0.3631 Eh. For the LUMO energy, the calculation gives 0.2 eV. Its SMILES is CC(=O)I.I.

Charges obtained by Mulliken population analysis, quoted in units of e: atom 1 (C): -0.854, atom 2 (C): 0.446, atom 3 (O): -0.427, atom 4 (I): -0.038, atom 5 (H): 0.291, atom 6 (H): 0.306, atom 7 (H): 0.268, atom 8 (I): -0.107, atom 9 (H): 0.115

=====

Arrangement c

Here is a structure of composition C2H4I2O from OMol25. Energies are from ωB97M-V/def2-TZVPD.

Structure (ORCA input):
```
! RIJCOSX wB97M-V def2-TZVPD def2/J DEFGRID3
* xyz 0 1
C 1.31 -0.09 -0.47
C -1.08 -0.01 0.49
O -0.05 -0.44 -0.52
I -2.72 -1.38 0.12
I -1.74 2.07 0.38
H 1.58 0.80 0.03
H 1.58 0.02 -1.49
H 1.95 -0.83 -0.05
H -0.84 -0.15 1.52
*
```

The gap between HOMO and LUMO comes out at 0.3326 Eh. For the LUMO energy, the calculation gives -0.3 eV.

Charges obtained by Mulliken population analysis, quoted in units of e: atom 1 (C): -0.718, atom 2 (C): -0.503, atom 3 (O): -0.257, atom 4 (I): 0.069, atom 5 (I): 0.083, atom 6 (H): 0.318, atom 7 (H): 0.273, atom 8 (H): 0.293, atom 9 (H): 0.441

=====

In kcal/mol, relative to the most stable structure: arrangement a 89.8; arrangement b 0.0; arrangement c 25.3.